Entry 1:
A molecular structure, C38H47BBrHfN7O6. Source: OMol25; level of theory: ωB97M-V/def2-TZVPD.

Geometry as XYZ:
```
101
Properties=species:S:1:pos:R:3:mulliken_charge:R:1
Hf 0.0780 -0.0490 0.4317 3.337
C 4.4586 1.9350 0.0701 -1.567
C 3.0635 2.3055 0.4234 0.193
C 2.5947 3.2023 1.3593 -0.890
C 1.1953 3.1369 1.2942 -0.414
N 0.8371 2.2196 0.3903 -0.456
N 1.9959 1.7501 -0.1801 1.389
B 1.9941 1.1206 -1.6250 -0.854
N 2.3178 -0.3785 -1.6409 0.506
N 1.4383 -1.3168 -1.1703 0.316
C 1.9598 -2.5127 -1.4807 -0.797
C 3.1728 -2.3290 -2.1537 -0.972
C 3.3654 -0.9686 -2.2389 0.489
C 4.4943 -0.2455 -2.8940 -1.448
C 1.3383 -3.8621 -1.1834 2.647
C -0.0308 -3.9678 -1.8689 -1.137
C 1.2601 -4.0840 0.3320 -1.212
C 2.2178 -4.9802 -1.7571 -2.500
N 0.6152 1.3750 -2.2283 0.434
N -0.5404 0.8957 -1.6676 0.573
C -1.5472 1.2886 -2.4634 -0.686
C -1.0106 1.9973 -3.5513 -1.091
C 0.3493 2.0263 -3.3691 0.240
C 1.3930 2.6532 -4.2304 -1.515
C -3.0521 1.1854 -2.2478 2.953
C -3.5427 0.0087 -1.4124 -1.585
C -3.4861 2.4916 -1.5586 -1.648
C -3.7493 1.0794 -3.6140 -2.149
C 0.2180 4.0666 1.9824 2.595
C -1.1507 4.0351 1.3002 -1.307
C 0.7893 5.4889 1.8515 -1.944
C 0.0870 3.7482 3.4784 -1.393
H 5.1619 2.4858 0.6908 0.523
H 4.6686 2.1571 -0.9779 0.230
H 4.6100 0.8660 0.2392 0.241
H 3.1947 3.8430 1.9849 0.561
H 2.8272 1.6861 -2.2615 -0.193
H 3.8259 -3.0887 -2.5462 0.640
H 5.1350 -0.9686 -3.3949 0.437
H 5.1022 0.2960 -2.1690 0.177
H 4.1409 0.4703 -3.6366 0.202
H -0.6894 -3.1454 -1.6075 -0.113
H -0.5115 -4.9120 -1.5964 0.432
H 0.0968 -3.9554 -2.9545 0.419
H 0.8061 -3.2515 0.8597 -0.005
H 2.2655 -4.2065 0.7415 0.433
H 0.6905 -4.9921 0.5497 0.397
H 2.3199 -4.8970 -2.8412 0.446
H 1.7524 -5.9432 -1.5377 0.458
H 3.2130 -4.9822 -1.3086 0.453
H -1.5513 2.4496 -4.3634 0.497
H 0.9138 3.1453 -5.0748 0.467
H 2.0891 1.9079 -4.6194 0.207
H 1.9716 3.3956 -3.6796 0.254
H -3.1211 0.0093 -0.4149 -0.053
H -3.3093 -0.9397 -1.9008 0.357
H -4.6286 0.0882 -1.3212 0.657
H -3.0363 2.5667 -0.5664 0.087
H -4.5725 2.5075 -1.4420 0.474
H -3.1860 3.3640 -2.1431 0.364
H -3.4035 0.2006 -4.1623 0.429
H -3.5952 1.9589 -4.2395 0.399
H -4.8247 0.9788 -3.4543 0.450
H -1.0708 4.3371 0.2536 0.369
H -1.8262 4.7267 1.8096 0.500
H -1.5916 3.0421 1.3236 -0.295
H 0.9775 5.7430 0.8064 0.377
H 1.7239 5.6007 2.4055 0.339
H 0.0742 6.2070 2.2570 0.482
H -0.5597 2.8908 3.6534 0.102
H -0.3605 4.6007 3.9951 0.578
H 1.0595 3.5474 3.9345 0.266
O -3.3147 0.8748 2.7229 -0.710
C -2.1677 0.7547 2.3619 0.039
O -1.7323 0.7869 1.1328 -0.456
C -1.0436 0.5306 3.3462 -0.138
C -1.1981 0.3851 4.7102 -0.748
C -0.0553 0.1345 5.4609 -0.751
C 1.1724 -0.0192 4.8272 -0.759
C 1.2096 0.0780 3.4472 0.612
N 0.1298 0.3911 2.7491 0.832
C 2.3768 -0.2860 2.5526 -0.268
O 3.5080 -0.3627 2.9787 -0.735
O 1.9835 -0.5118 1.3361 -0.623
H -2.1838 0.4724 5.1458 0.601
H -0.1234 0.0282 6.5365 0.477
H 2.0818 -0.2541 5.3628 0.601
Br -5.2475 -5.3649 -1.1016 -0.194
C -4.0565 -4.8016 0.2555 -0.432
C -4.0437 -5.4699 1.4716 -0.325
C -3.1695 -5.0605 2.4682 -0.906
C -2.3138 -3.9927 2.2504 -0.590
C -2.3412 -3.3350 1.0269 0.618
C -3.2136 -3.7328 0.0198 0.012
C -1.4249 -2.2022 0.7813 0.608
O -0.6101 -1.8089 1.6700 -0.835
O -1.4055 -1.5897 -0.3206 -0.871
H -4.7150 -6.3026 1.6343 0.414
H -3.1607 -5.5822 3.4164 0.418
H -1.6229 -3.6598 3.0131 0.517
H -3.2233 -3.2054 -0.9246 0.437
```

Energy relative to the best compared isomer or geometry (same formula, charge and spin) ... 1.40 kcal per mole
LUMO level ... -0.005 Eh

Entry 2:
A molecular structure, C38H47BDyN11SeTe in a non-equilibrium geometry. Source: OMol25; level of theory: ωB97M-V/def2-TZVPD.

Geometry as XYZ:
```
100
Properties=species:S:1:pos:R:3:mulliken_spin:R:1
Dy 1.1094 0.0894 0.0247 4.981
C -0.5940 -2.2985 3.6837 0.000
C -0.6953 -0.7712 3.5422 -0.001
C -1.4487 -0.1843 4.7574 0.000
C 0.6464 -0.1355 3.3966 -0.001
C 1.5879 -0.0363 4.4112 -0.001
C 2.6767 0.6576 3.8910 0.001
N 2.4128 0.9694 2.5853 -0.004
N 1.1541 0.4039 2.2398 -0.014
B 3.0774 2.0965 1.7959 0.002
N 2.0647 2.9484 0.9874 -0.005
C 2.1963 4.2710 0.7595 -0.001
C 1.1724 4.6702 -0.0529 0.001
C 0.3881 3.4865 -0.3100 -0.007
N 0.9870 2.4575 0.2538 0.011
C -0.8094 3.5097 -1.2577 -0.006
C -0.3878 4.2280 -2.5223 0.000
C -1.9491 4.1918 -0.5486 0.000
N 3.9877 1.4572 0.7106 -0.005
C 5.3174 1.6609 0.5125 0.000
C 5.7684 0.7919 -0.4350 -0.001
C 4.6509 0.1153 -0.9280 -0.004
N 3.5637 0.4269 -0.1396 0.022
C 4.6910 -0.8143 -2.0951 -0.001
C 5.2517 -0.0200 -3.2879 0.000
C 5.5214 -2.0821 -1.9281 0.000
H -1.5754 -2.7969 3.7338 0.000
H -0.0679 -2.5983 4.6146 0.000
H -0.0928 -2.7132 2.8110 0.000
H -1.2389 -0.5582 2.6312 0.000
H -0.8080 -0.0546 5.6831 0.000
H -2.3805 -0.7381 4.9706 0.000
H -1.7217 0.8545 4.5904 0.000
H 1.4343 -0.3291 5.4586 0.000
H 3.6016 0.9024 4.3745 0.000
H 3.7912 2.8138 2.4672 0.000
H 2.9656 4.8746 1.2407 0.000
H 0.9233 5.6414 -0.4465 0.000
H -1.1131 2.4497 -1.4582 0.002
H -0.4522 5.3277 -2.3658 0.000
H -1.0194 3.8517 -3.3407 0.000
H 0.6425 4.0019 -2.8117 0.000
H -1.7635 5.2106 -0.2283 0.000
H -2.1424 3.7327 0.4624 0.000
H -2.9288 4.1749 -1.0641 0.000
H 5.8922 2.3737 1.0760 0.000
H 6.7355 0.7493 -0.8498 0.000
H 3.6915 -1.0822 -2.3429 0.000
H 6.3637 0.1204 -3.1705 0.000
H 4.8065 0.9565 -3.3899 0.000
H 5.1268 -0.5293 -4.2363 0.000
H 6.6228 -1.8958 -1.7660 0.000
H 5.4915 -2.6750 -2.8522 0.000
H 5.1536 -2.7326 -1.1076 0.000
C -1.0396 -1.0596 -4.2038 0.000
Te 0.9094 -0.5650 -3.4297 -0.001
C 2.0887 -2.1599 -4.3540 -0.001
H -0.9648 -1.4473 -5.2326 0.000
H -1.6385 -0.1327 -4.2294 0.000
H -1.5495 -1.7878 -3.5816 0.000
H 2.7621 -1.8253 -5.1755 0.000
H 1.3760 -2.9245 -4.6681 0.000
H 2.6437 -2.5459 -3.5265 0.000
N -6.1236 0.9679 -0.8131 0.000
C -7.4564 0.9285 -0.3987 -0.001
C -8.6091 1.5990 -0.7295 0.001
C -9.8319 1.0744 -0.2069 0.000
C -9.8324 -0.0415 0.6190 0.000
C -8.6759 -0.6661 1.0237 0.000
C -7.4799 -0.2206 0.4536 0.001
N -6.2326 -0.7118 0.6964 -0.001
C -5.4313 0.0552 -0.0572 0.002
C -3.9885 -0.1407 -0.1821 -0.005
C -3.3693 0.3762 -1.3383 0.000
C -2.0219 0.2259 -1.5570 -0.004
N -1.2242 -0.3567 -0.5935 0.022
C -1.8731 -1.0838 0.3623 0.000
C -3.2045 -0.8867 0.7351 0.005
H -5.6876 1.8218 -1.1690 0.000
H -8.6341 2.5457 -1.2826 0.000
H -10.7751 1.5047 -0.3917 0.000
H -10.8019 -0.4464 0.9096 0.000
H -8.6301 -1.5176 1.7380 0.000
H -3.9837 0.9156 -2.0443 0.000
H -1.4977 0.6751 -2.4034 -0.001
H -1.2325 -1.7089 0.9800 -0.002
H -3.6485 -1.5215 1.4981 0.000
Se 0.3257 -3.0429 -1.3442 0.001
N 1.3408 -2.0957 0.0445 0.009
C 2.3121 -2.9220 0.4464 -0.002
C 3.1609 -2.6091 1.4906 0.005
C 4.0576 -3.5982 1.8877 -0.002
C 3.9934 -4.9271 1.3885 0.001
C 3.0464 -5.3401 0.4687 -0.001
C 2.3115 -4.2829 -0.1448 -0.001
N 1.4564 -4.4572 -1.1339 -0.001
H 3.0918 -1.6035 1.9579 0.001
H 4.8358 -3.3960 2.6515 0.000
H 4.6263 -5.6679 1.7863 0.000
H 2.8205 -6.4196 0.3234 0.000
```

Multiplicity ... 6
Energy relative to the best compared isomer or geometry (same formula, charge and spin) ... 0.00 kcal per mole
LUMO level (spin up / spin down) ... -0.253 / -0.253 Eh
Total charge ... +2

Entry 3:
A molecular structure, C38H47N2O8PPbS2Se2. Source: OMol25; level of theory: ωB97M-V/def2-TZVPD.

Geometry as XYZ:
```
101
Properties=species:S:1:pos:R:3:mulliken_charge:R:1
Pb -0.7096 -0.3495 -0.5158 2.081
C -3.9335 2.4343 2.0723 -1.211
Se -2.0994 2.4480 1.4298 0.253
C -2.2824 3.9560 0.2049 -0.662
C -3.2873 3.7625 -0.9150 -0.882
Se -2.7876 2.3359 -2.1490 0.213
C -3.7470 3.0344 -3.6901 -0.961
H -4.1903 3.4062 2.4882 0.376
H -3.9921 1.6791 2.8539 0.319
H -4.6224 2.1698 1.2744 0.361
H -1.2773 4.1051 -0.1922 0.077
H -2.5391 4.8312 0.8037 0.490
H -3.3500 4.6838 -1.4961 0.434
H -4.2819 3.5514 -0.5237 0.406
H -4.8141 2.8526 -3.5991 0.349
H -3.3906 2.5136 -4.5750 0.126
H -3.5275 4.0961 -3.7813 0.446
C -1.0211 -1.5847 1.5869 -0.992
C -0.7874 -1.8668 2.7695 -0.524
C -0.3733 -1.9067 4.0712 1.223
C -0.8463 -0.8553 4.9663 0.479
C -1.0645 -1.0991 6.3281 -0.342
C -1.5534 -0.0907 7.1382 -0.796
C -1.8031 1.1687 6.6056 -0.503
C -1.5831 1.4211 5.2564 -0.657
C -1.1232 0.4112 4.4332 0.002
C 0.5546 -2.9403 4.5012 0.405
C 0.6173 -4.1469 3.7905 -0.484
C 1.5297 -5.1182 4.1515 -0.818
C 2.4062 -4.8865 5.2058 -0.387
C 2.3697 -3.6854 5.9030 -0.942
C 1.4448 -2.7165 5.5604 -0.038
H -0.8945 -2.0874 6.7340 0.584
H -1.7474 -0.2861 8.1840 0.412
H -2.1766 1.9566 7.2465 0.434
H -1.7719 2.4029 4.8417 0.414
H -0.9387 0.5958 3.3812 0.044
H -0.0664 -4.3091 2.9677 0.457
H 1.5643 -6.0543 3.6115 0.440
H 3.1280 -5.6444 5.4805 0.421
H 3.0682 -3.5038 6.7082 0.427
H 1.4360 -1.7692 6.0823 0.510
C 1.1418 3.6560 -2.3719 -1.110
C 1.8939 2.4727 -2.9143 0.744
C 1.2189 1.4339 -3.5562 -0.463
C 1.9083 0.3402 -4.0457 -0.846
C 3.2858 0.2690 -3.8837 0.138
C 3.9768 1.2892 -3.2547 -0.358
C 3.2749 2.3887 -2.7808 -0.730
S 4.1750 -1.1129 -4.5380 1.320
O 3.7520 -1.2849 -5.8948 -0.727
O 5.5512 -0.9347 -4.1771 -0.706
N 3.6508 -2.4368 -3.7535 -0.153
C 4.0233 -2.7637 -2.3805 -0.776
C 2.7994 -3.1015 -1.5486 -0.794
C 1.9702 -1.8757 -1.1876 0.616
O 2.5280 -0.8474 -0.8148 -0.483
O 0.6949 -2.0251 -1.2584 -0.747
H 0.2869 3.9044 -3.0004 0.439
H 1.7876 4.5307 -2.2955 0.431
H 0.7485 3.4375 -1.3740 -0.146
H 0.1462 1.5012 -3.6934 0.500
H 1.3797 -0.4425 -4.5769 0.538
H 5.0507 1.2214 -3.1539 0.531
H 3.8142 3.2000 -2.3050 0.384
H 2.7984 -2.8245 -4.1285 0.288
H 4.5474 -1.9139 -1.9443 0.331
H 4.7139 -3.6090 -2.3920 0.321
H 3.1147 -3.5552 -0.6041 0.330
H 2.1733 -3.8381 -2.0548 0.353
C 3.0829 -0.5557 2.2162 -0.709
P 2.1552 0.9271 1.8050 1.194
C 3.1645 1.8833 0.6799 -0.923
C 2.0768 1.8848 3.3301 -1.190
O 0.7699 0.6409 1.2916 -1.022
H 4.0608 -0.2898 2.6197 0.501
H 3.2115 -1.1414 1.3058 0.004
H 2.5358 -1.1364 2.9589 -0.008
H 4.1270 2.1287 1.1308 0.497
H 2.6369 2.8050 0.4322 0.297
H 3.3097 1.3024 -0.2288 -0.063
H 3.0728 2.1939 3.6479 0.468
H 1.6168 1.2896 4.1202 0.235
H 1.4611 2.7682 3.1577 0.341
N -2.0881 -2.3027 -1.4622 -0.329
C -2.7459 -1.7468 -2.6079 0.550
C -4.1272 -1.6238 -2.6396 -1.007
C -4.7325 -0.9723 -3.7019 -0.759
C -3.9659 -0.4380 -4.7290 -0.146
C -2.5872 -0.5709 -4.6931 -0.404
C -1.9714 -1.2243 -3.6336 0.023
S -4.7721 0.4370 -6.0786 1.308
O -5.2815 -0.6145 -6.9349 -0.675
O -5.7991 1.2151 -5.3982 -0.661
O -3.6940 1.2342 -6.6479 -0.701
H -2.7243 -2.8170 -0.8664 0.195
H -1.3009 -2.8968 -1.7042 0.226
H -4.7260 -2.0304 -1.8312 0.293
H -5.8076 -0.8558 -3.7391 0.421
H -2.0092 -0.1502 -5.5063 0.501
H -0.8912 -1.3376 -3.6048 0.333
```

Energy relative to the best compared isomer or geometry (same formula, charge and spin) ... 37.50 kcal per mole
LUMO level ... -0.125 Eh

Entry 4:
7 unconnected molecules or ions with the total composition C38H48BClF18N2O17S in a non-equilibrium geometry. Source: OMol25; level of theory: ωB97M-V/def2-TZVPD.

Geometry as XYZ:
```
126
Properties=species:S:1:pos:R:3:mulliken_charge:R:1
C -0.6986 -2.3357 -1.9355 -0.496
N -0.8630 -0.8451 -1.8564 0.422
C -2.2322 -0.3867 -2.2574 -0.964
B 0.2183 -0.1170 -2.5681 0.400
O 0.0580 0.6866 -3.7577 -0.632
C 1.7183 -0.2061 -1.8969 0.436
C 2.8514 -1.1459 -2.4337 -0.578
C 4.2589 -1.2168 -1.7342 -0.584
C 4.5626 -0.3334 -0.4693 -0.513
C 3.4271 0.5993 -0.0068 0.510
C 2.0268 0.6796 -0.6751 0.306
C 1.1524 1.7330 0.1288 -0.099
O 0.1430 2.2932 -0.3492 -0.297
N 1.8505 1.8593 1.3997 0.648
C 1.2960 1.2486 2.6319 -0.677
C -0.2004 0.7070 2.5736 -0.314
C -1.3510 1.7720 2.8998 -0.760
C -1.1036 3.2540 2.3629 -0.330
S -2.4190 3.7903 1.1347 0.942
O -2.8589 2.6599 0.2345 -0.526
O -3.6396 4.3589 1.8085 -0.583
Cl -1.6351 5.3007 -0.0799 -0.177
C 3.3098 1.6372 1.1923 -0.232
O 4.2635 2.1509 1.8331 -0.647
H -0.3082 -2.7068 -0.9140 0.091
H -1.6536 -2.8955 -2.2028 0.079
H 0.1617 -2.5373 -2.6816 0.197
H -3.0108 -1.1631 -1.9362 0.312
H -2.4534 0.5946 -1.6867 0.165
H -2.3458 -0.1513 -3.3702 0.350
H -0.5528 1.4170 -3.4759 0.309
H 2.6517 -1.8040 -3.3433 0.344
H 5.0747 -1.9264 -2.1203 0.322
H 5.5523 -0.3546 0.0854 0.291
H 1.3315 2.0581 3.4600 0.292
H 1.9741 0.3975 3.0148 0.295
H -0.2788 -0.0980 3.4028 0.384
H -0.4967 0.1575 1.6124 0.142
H -1.6263 1.8425 4.0163 0.319
H -2.3106 1.3836 2.3817 0.316
H -0.0936 3.4550 1.8805 0.121
H -1.2234 3.9735 3.2589 0.421
C -4.4619 -6.1113 -0.7212 -1.062
C -4.6033 -5.4396 0.6299 -0.258
O -3.4515 -5.6985 1.4497 -0.331
C -2.3748 -4.9223 1.2158 0.372
O -2.3306 -4.0573 0.3797 -0.466
C -1.2466 -5.2688 2.1838 0.859
F -1.0604 -6.5996 2.3060 -0.245
F -1.4917 -4.8007 3.4263 -0.264
F -0.0624 -4.7525 1.8072 -0.239
H -4.2663 -7.1777 -0.6011 0.273
H -5.3702 -5.9816 -1.3139 0.404
H -3.6218 -5.6952 -1.2833 0.327
H -5.4639 -5.8556 1.1584 0.323
H -4.7756 -4.3643 0.5310 0.353
C 6.0298 0.7084 3.0606 -0.737
C 7.0350 0.5312 4.1812 -0.463
O 7.1480 -0.8538 4.5507 -0.328
C 7.9416 -1.6105 3.7670 0.400
O 8.5348 -1.1992 2.8032 -0.521
C 8.0099 -3.0398 4.2989 0.845
F 6.7966 -3.5242 4.6376 -0.244
F 8.7791 -3.1259 5.4047 -0.249
F 8.5271 -3.9023 3.4052 -0.241
H 5.0674 0.2700 3.3347 0.280
H 5.8875 1.7617 2.8365 0.469
H 6.3625 0.2038 2.1503 0.110
H 6.6918 1.0655 5.0698 0.375
H 8.0126 0.9429 3.9158 0.344
C -5.1066 -10.2916 4.5634 -1.112
C -6.3270 -10.4952 3.6876 -0.196
O -6.1588 -9.8385 2.4211 -0.319
C -5.4313 -10.5064 1.5024 0.308
O -4.9296 -11.5842 1.6871 -0.503
C -5.3739 -9.7211 0.1947 0.916
F -5.1117 -8.4081 0.3877 -0.274
F -6.5409 -9.7811 -0.4798 -0.251
F -4.4277 -10.1750 -0.6460 -0.261
H -4.8842 -9.2271 4.6711 0.288
H -5.2667 -10.7224 5.5540 0.377
H -4.2227 -10.7589 4.1232 0.320
H -7.1995 -10.0412 4.1624 0.323
H -6.5521 -11.5559 3.5480 0.329
C 2.6902 4.8496 -2.5845 -1.189
C 2.0573 5.7919 -1.5800 0.089
O 2.8728 6.9616 -1.3976 -0.342
C 2.7413 7.9243 -2.3338 0.383
O 2.0058 7.8511 -3.2835 -0.509
C 3.6229 9.1236 -1.9938 0.771
F 4.8673 8.7617 -1.6194 -0.250
F 3.1127 9.8513 -0.9743 -0.209
F 3.7717 9.9710 -3.0270 -0.256
H 3.7135 4.6039 -2.2893 0.333
H 2.1124 3.9260 -2.6641 0.228
H 2.7457 5.3079 -3.5748 0.404
H 1.9910 5.2994 -0.6072 0.250
H 1.0403 6.0687 -1.8706 0.270
C 0.4010 10.5846 0.3210 -1.075
C 0.8583 9.6580 1.4288 -0.073
O -0.0014 9.7722 2.5740 -0.338
C -1.1563 9.0777 2.5160 0.354
O -1.4917 8.3970 1.5819 -0.486
C -1.9463 9.2464 3.8112 0.849
F -1.9926 10.5301 4.2253 -0.243
F -1.4041 8.5364 4.8241 -0.262
F -3.2221 8.8379 3.6980 -0.235
H 0.3255 11.6120 0.6858 0.322
H 1.0974 10.5570 -0.5166 0.311
H -0.5893 10.3032 -0.0450 0.304
H 1.8592 9.9451 1.7582 0.325
H 0.9169 8.6201 1.0890 0.256
C -1.0595 -1.2157 -8.6481 -1.135
C -0.5740 -2.1641 -7.5701 -0.234
O -1.4125 -2.0834 -6.4070 -0.225
C -2.5623 -2.7864 -6.4581 0.195
O -2.9108 -3.4505 -7.3993 -0.530
C -3.3276 -2.6506 -5.1446 0.998
F -3.3756 -1.3747 -4.7039 -0.245
F -2.7620 -3.3766 -4.1572 -0.221
F -4.6028 -3.0672 -5.2383 -0.265
H -1.1361 -0.1978 -8.2581 0.300
H -0.3768 -1.2186 -9.5004 0.386
H -2.0540 -1.4970 -9.0022 0.313
H 0.4305 -1.8757 -7.2528 0.319
H -0.5134 -3.1933 -7.9343 0.327
```

SMILES string ... CN(C)B(O)c1cccc2c1C(=O)N(CCCCS(=O)(=O)Cl)C2=O.CCOC(=O)C(F)(F)F.CCOC(=O)C(F)(F)F.CCOC(=O)C(F)(F)F.CCOC(=O)C(F)(F)F.CCOC(=O)C(F)(F)F.CCOC(=O)C(F)(F)F
LUMO level ... -0.040 Eh